[1]
ORCA calculation (wB97M-V/def2-TZVPD) on a 2-piece molecular cluster, C12H14FN3O4PS overall at a distorted geometry.

Cartesian coordinates (Å):
C  -0.658  1.116  -0.182
C  0.482  1.493  -0.258
C  1.872  1.715  -0.643
N  2.444  0.437  -1.178
C  1.685  -0.011  -2.372
C  2.547  -0.573  -3.487
F  2.798  -1.926  -3.309
C  2.592  -0.494  -0.219
N  3.166  -0.145  0.987
N  2.175  -1.824  -0.449
P  3.572  -2.864  -0.625
S  5.212  -1.941  -1.110
H  -1.649  0.733  -0.007
H  2.427  2.048  0.228
H  1.977  2.476  -1.413
H  1.211  0.875  -2.789
H  0.898  -0.719  -2.132
H  1.972  -0.482  -4.410
H  3.473  -0.013  -3.610
H  4.168  -0.078  1.059
H  2.597  -0.028  1.809
H  1.739  -2.133  0.423
H  3.730  -3.528  0.606
H  3.191  -3.869  -1.527
C  -4.668  -0.361  1.293
C  -3.948  0.655  0.658
C  -3.709  1.928  1.494
O  -3.008  2.842  1.047
C  -4.297  2.000  2.793
C  -5.039  0.985  3.436
C  -5.199  -0.324  2.632
O  -5.756  -1.305  3.118
O  -5.544  1.063  4.560
O  -3.464  0.599  -0.494
H  -4.853  -1.289  0.761
H  -4.137  2.941  3.310

Cartesian forces, eV/Å:
C 0.250 -0.169 0.664
C 0.287 -0.088 -0.734
C 0.027 0.971 0.456
N -1.476 -1.582 0.827
C 0.576 0.313 -0.798
C -0.605 0.313 -0.113
F 0.229 -0.065 0.027
C 0.416 0.707 -0.303
N -0.334 -0.004 -0.031
N 0.823 -0.434 0.439
P 0.847 0.408 -0.517
S -0.262 -0.087 0.088
H -0.520 0.322 -0.380
H 0.380 -0.139 -0.153
H -0.025 -0.022 -0.079
H -0.053 0.061 0.112
H -0.006 0.033 0.210
H 0.028 -0.078 -0.033
H 0.226 -0.254 0.166
H 0.015 0.104 -0.047
H 0.032 -0.098 0.078
H -0.299 0.023 -0.108
H -0.451 -0.060 -0.057
H -0.270 0.076 0.205
C -0.051 -0.146 -0.027
C -0.298 0.034 0.586
C -0.254 0.016 0.800
O 0.259 -0.008 -0.433
C 0.225 0.276 -0.320
C -0.084 -0.200 -0.075
C 0.212 -0.147 -0.580
O -0.112 0.083 0.288
O 0.043 0.081 0.031
O 0.190 -0.209 -0.220
H 0.074 0.029 -0.089
H -0.041 -0.059 0.121

The multiplicity is 1. For the LUMO energy, the calculation gives -0.5 eV. The frontier orbital gap is 1.95 eV. As for the net charge: -1.

These are the natural (NBO) partial charges, in e, on atoms 1 to 8: C -0.06; C -0.21; C -0.28; N -0.33; C -0.28; C 0.04; F -0.37; C 0.69

=====

[2]
ORCA calculation (wB97M-V/def2-TZVPD) on an isolated ion of composition C12H14N and charge +1 at a distorted geometry.

Cartesian coordinates (Å):
C  0.202  0.917  -0.905
C  2.200  -0.445  -0.259
C  -0.134  -1.379  -0.175
C  3.410  -0.265  0.185
C  4.644  -0.246  0.523
C  0.847  2.218  -0.417
C  -0.859  -2.103  0.793
C  -0.388  2.360  0.486
C  0.859  -0.501  -0.410
C  -1.566  -1.086  -0.125
C  -2.697  -1.751  -0.930
C  -1.819  0.298  0.467
N  -0.932  1.199  -0.209
H  0.007  0.717  -1.947
H  5.033  0.571  0.895
H  5.128  -1.219  0.516
H  1.869  2.088  -0.044
H  0.856  2.914  -1.355
H  -1.196  -3.182  0.764
H  -0.815  -1.845  1.920
H  -0.196  2.117  1.530
H  -0.888  3.343  0.285
H  -2.827  -1.155  -1.914
H  -3.751  -1.642  -0.420
H  -2.533  -2.904  -0.957
H  -1.575  0.387  1.485
H  -2.877  0.590  0.215

Cartesian forces, eV/Å:
C 2.413 -1.600 -1.215
C 3.281 0.241 1.837
C 0.396 0.234 -1.319
C -5.863 -0.746 -2.466
C 0.045 -4.171 -0.747
C 0.810 0.609 -3.126
C -1.285 -1.737 3.678
C 0.654 1.546 -0.952
C -0.580 1.443 -0.226
C -1.294 -0.986 1.332
C -1.385 0.175 -0.542
C -1.497 -0.979 -3.105
N -2.000 1.063 2.884
H 0.159 0.143 -0.725
H 2.549 3.999 1.538
H 0.371 0.276 0.284
H -0.532 0.288 0.232
H 0.109 -0.750 2.124
H 0.544 1.334 -0.593
H 0.571 -0.153 -1.819
H -0.307 0.306 0.159
H -0.084 -1.066 0.677
H 0.237 -1.699 1.118
H 2.148 -0.019 -0.518
H -0.172 2.266 -0.759
H -0.115 0.002 1.577
H 0.829 -0.019 0.674

The multiplicity is 3. For the LUMO energy (alpha / beta), the calculation gives -3.1 / -6.9 eV. The calculation puts the relative energy (zero: lowest compared OMol25 entry of this formula, charge and spin) at 117.1 kcal/mol. The frontier orbital gap (alpha / beta) is 8.17 / 5.86 eV. As for the net charge: +1.

These are the natural (NBO) partial charges, in e, on atoms 1 to 8: C -0.08; C 0.06; C 0.05; C 0.02; C -0.36; C -0.42; C -0.39; C -0.25

=====

[3]
ORCA calculation (wB97M-V/def2-TZVPD) on a 2-piece molecular cluster, C12H14NO2 overall at a distorted geometry.

Cartesian coordinates (Å):
C  -2.084  0.652  -2.473
C  -1.311  -1.064  0.704
C  -1.421  -1.151  -0.662
C  -1.574  0.204  -1.165
C  -1.338  0.987  -0.062
C  -1.017  -2.190  1.551
C  -0.970  -3.403  0.994
C  -1.167  -3.526  -0.443
C  -1.324  -2.438  -1.236
N  -1.110  0.267  1.087
H  -0.799  -1.894  2.570
H  -0.738  -4.317  1.520
H  -0.650  0.580  1.926
H  -1.350  -4.532  -0.811
H  -1.374  2.066  -0.089
H  -1.358  -2.529  -2.319
H  -2.908  0.021  -2.836
H  -1.342  0.561  -3.281
H  -2.468  1.668  -2.562
C  2.184  2.240  0.561
C  3.457  1.616  0.016
C  2.080  2.373  2.088
O  1.203  1.651  2.638
O  2.859  3.192  2.600
H  1.890  3.213  0.134
H  1.306  1.734  0.123
H  4.207  2.183  -0.552
H  3.179  0.880  -0.757
H  3.937  0.957  0.736

Cartesian forces, eV/Å:
C -0.034 -0.430 -1.738
C 2.390 -0.226 2.379
C -0.636 0.018 -0.965
C 0.203 -0.221 1.570
C -0.048 0.690 -0.372
C -0.246 2.816 -0.055
C -0.249 -1.314 -2.059
C -0.262 -0.745 1.714
C -0.493 0.714 -0.768
N -1.510 -1.092 -1.673
H 0.044 -0.638 0.201
H -0.087 0.044 0.333
H 0.441 0.417 0.164
H 0.595 0.104 -0.289
H 0.154 0.032 0.379
H -0.240 -0.151 0.097
H 0.050 -0.027 0.317
H 0.092 0.038 0.196
H 0.193 0.142 0.589
C -1.458 0.651 -1.080
C 0.054 -1.282 -1.223
C -0.249 -0.219 -0.298
O -0.211 -0.019 0.220
O 0.149 0.006 0.333
H 1.094 0.381 0.170
H 0.390 -0.785 0.670
H -0.147 0.575 0.792
H -0.232 0.082 0.022
H 0.253 0.441 0.373

The multiplicity is 1. For the LUMO energy, the calculation gives 3.1 eV. The calculation puts the relative energy (zero: lowest compared OMol25 entry of this formula, charge and spin) at 26.8 kcal/mol. The frontier orbital gap is 7.42 eV. As for the net charge: -1.

These are the natural (NBO) partial charges, in e, on atoms 1 to 8: C -0.62; C 0.14; C -0.10; C -0.14; C 0.02; C -0.21; C -0.24; C -0.25

=====

[4]
ORCA calculation (wB97M-V/def2-TZVPD) on a 2-piece molecular cluster, C12H14NO2 overall at a distorted geometry.

Cartesian coordinates (Å):
C  0.729  0.222  3.976
C  -0.239  0.660  0.392
C  -0.093  1.159  1.712
C  0.278  0.058  2.540
C  0.341  -1.012  1.690
C  -0.494  1.537  -0.675
C  -0.644  2.876  -0.375
C  -0.665  3.361  0.940
C  -0.344  2.513  1.965
N  0.123  -0.658  0.379
H  -0.532  1.154  -1.685
H  -0.916  3.551  -1.180
H  -0.137  -1.507  -0.265
H  -0.862  4.411  1.059
H  0.433  -2.050  1.998
H  -0.225  2.842  2.999
H  -0.126  0.323  4.644
H  1.279  1.116  4.055
H  1.368  -0.601  4.303
C  -0.115  -2.255  -3.277
C  0.333  -0.828  -3.035
C  -0.013  -3.250  -2.107
O  -0.149  -2.821  -0.920
O  0.106  -4.453  -2.431
H  -1.133  -2.289  -3.619
H  0.347  -2.786  -4.107
H  1.229  -0.728  -2.431
H  -0.453  -0.231  -2.568
H  0.571  -0.313  -3.976

Cartesian forces, eV/Å:
C -1.123 -1.317 -0.690
C 0.644 0.468 -0.444
C -0.432 0.239 -0.453
C 0.655 0.113 0.201
C 0.064 -0.062 0.784
C 0.226 -0.159 0.467
C -0.996 -0.151 -0.547
C 0.440 -0.161 -0.596
C 0.350 -0.079 1.006
N -1.084 -1.248 0.483
H -0.044 0.461 0.174
H 0.152 0.100 -0.059
H 0.512 1.244 -0.064
H 0.003 0.240 0.408
H 0.352 0.152 -0.407
H -0.198 0.092 -0.179
H 0.014 -0.012 0.232
H 0.785 1.230 0.237
H -0.173 -0.030 0.053
C 0.415 -0.610 -0.051
C -0.078 0.384 -0.548
C -0.533 -0.716 0.384
O 0.040 -0.420 -0.704
O 0.094 0.511 0.034
H -0.898 0.229 0.187
H 0.718 0.342 -0.081
H 0.042 -0.231 0.306
H 0.183 -0.495 -0.078
H -0.130 -0.117 -0.055

The multiplicity is 2. For the LUMO energy (alpha / beta), the calculation gives 5.6 / 5.5 eV. The calculation puts the relative energy (zero: lowest compared OMol25 entry of this formula, charge and spin) at 0.0 kcal/mol. The frontier orbital gap (alpha / beta) is 2.05 / 7.07 eV. As for the net charge: -2.

These are the natural (NBO) partial charges, in e, on atoms 1 to 8: C -1.11; C 0.11; C -0.08; C -0.18; C -0.02; C -0.25; C -0.26; C -0.37

=====

| no. | E (a.u.) | molar mass (g/mol) |
| --- | --- | --- |
| 1 | -1770.1183 | 346.3 |
| 2 | -519.8458 | 172.3 |
| 3 | -670.9503 | 204.2 |
| 4 | -670.8531 | 204.2 |